(1)
The following is a DFT calculation (ωB97M-V/def2-TZVPD) of 7 unconnected molecules or ions with the total composition C33H56NO18S.

```
109
Properties=species:S:1:pos:R:3:lowdin_charge:R:1
C -0.909 2.521 -2.737 -0.133
C -1.162 1.351 -3.696 -0.499
S -2.765 1.459 -4.554 0.910
C -3.876 1.570 -3.133 -0.421
C -5.361 1.813 -3.507 -0.313
C -5.679 1.987 -4.996 -0.178
C -5.304 3.383 -5.536 -0.164
C -4.709 4.330 -4.516 -0.114
N -5.392 4.305 -3.172 0.113
C -5.989 2.974 -2.751 -0.283
C -5.886 2.851 -1.236 -0.009
H 0.152 2.596 -2.523 0.070
H -1.482 2.376 -1.826 0.040
H -1.275 3.427 -3.223 0.067
H -0.449 1.370 -4.517 0.059
H -1.130 0.399 -3.172 0.073
H -3.793 0.676 -2.521 0.083
H -3.515 2.387 -2.505 0.055
H -5.918 0.936 -3.176 0.152
H -6.762 1.877 -5.076 0.119
H -5.256 1.197 -5.609 0.101
H -4.539 3.263 -6.302 0.114
H -6.160 3.827 -6.042 0.118
H -4.782 5.349 -4.892 0.135
H -3.651 4.137 -4.357 0.100
H -6.103 5.029 -3.097 0.184
H -4.696 4.546 -2.464 0.176
H -7.051 3.015 -2.997 0.159
H -6.176 3.772 -0.733 0.098
H -4.870 2.583 -0.954 0.057
H -6.533 2.036 -0.922 0.106
C -1.487 -1.470 1.842 -0.010
C -2.497 -0.377 1.643 -0.284
C -3.284 -0.469 0.352 -0.072
O -3.553 0.918 0.060 0.010
C -2.587 1.660 0.655 -0.585
O -2.427 2.820 0.418 0.136
O -1.855 0.918 1.485 0.115
H -0.653 -1.366 1.151 0.070
H -1.081 -1.428 2.848 0.084
H -1.945 -2.449 1.702 0.100
H -3.168 -0.309 2.501 0.163
H -4.215 -1.021 0.450 0.141
H -2.692 -0.888 -0.466 0.138
C 4.845 0.256 2.091 -0.005
C 3.370 -0.030 2.005 -0.312
C 2.837 -0.939 3.092 -0.072
O 1.744 -1.606 2.432 0.054
C 2.004 -1.600 1.105 -0.579
O 1.395 -2.226 0.293 0.137
O 3.044 -0.792 0.823 0.087
H 5.427 -0.634 1.848 0.100
H 5.131 1.030 1.379 0.090
H 5.111 0.589 3.092 0.062
H 2.796 0.900 1.966 0.159
H 2.475 -0.404 3.965 0.144
H 3.567 -1.688 3.403 0.143
C -4.713 -6.537 3.477 -0.016
C -3.505 -5.649 3.323 -0.319
C -2.347 -5.980 4.235 -0.080
O -1.734 -4.691 4.428 0.075
C -2.674 -3.749 4.242 -0.582
O -2.527 -2.592 4.487 0.138
O -3.797 -4.285 3.716 0.078
H -5.204 -6.347 4.432 0.093
H -5.440 -6.347 2.689 0.084
H -4.417 -7.584 3.426 0.095
H -3.172 -5.628 2.283 0.153
H -1.646 -6.663 3.766 0.105
H -2.670 -6.359 5.208 0.145
C 2.613 4.029 -5.499 -0.023
C 3.890 3.369 -5.042 -0.328
C 3.723 2.347 -3.935 -0.100
O 4.964 2.444 -3.234 0.063
C 5.470 3.687 -3.444 -0.560
O 6.386 4.152 -2.857 0.177
O 4.767 4.320 -4.418 0.084
H 2.235 4.697 -4.723 0.091
H 2.781 4.629 -6.392 0.087
H 1.853 3.281 -5.729 0.082
H 4.422 2.930 -5.890 0.159
H 3.577 1.333 -4.298 0.139
H 2.912 2.610 -3.248 0.129
C 2.608 -6.425 -0.200 -0.015
C 1.920 -6.739 1.104 -0.317
C 2.140 -8.144 1.631 -0.080
O 0.917 -8.398 2.343 0.077
C -0.042 -7.626 1.800 -0.563
O -1.207 -7.718 2.043 0.136
O 0.485 -6.723 0.954 0.094
H 2.144 -6.979 -1.016 0.095
H 2.529 -5.364 -0.434 0.083
H 3.665 -6.688 -0.145 0.093
H 2.179 -5.998 1.864 0.159
H 2.986 -8.228 2.307 0.140
H 2.236 -8.880 0.831 0.141
C 8.449 4.564 4.379 -0.019
C 7.124 3.880 4.156 -0.322
C 5.980 4.397 5.006 -0.087
O 5.161 3.228 5.162 0.065
C 5.958 2.144 5.031 -0.582
O 5.628 1.030 5.290 0.146
O 7.174 2.498 4.568 0.088
H 8.847 4.307 5.361 0.095
H 9.179 4.250 3.635 0.088
H 8.334 5.646 4.312 0.092
H 6.855 3.898 3.097 0.157
H 5.410 5.189 4.530 0.138
H 6.310 4.726 5.993 0.141
```

Computed properties:
Total charge = +1
LUMO = -2.7 eV
HOMO = -11.42 eV
HOMO-LUMO gap = 8.77 eV


(2)
The following is a DFT calculation (ωB97M-V/def2-TZVPD) of a molecular structure, C45H55BrN7NdO4P at a distorted geometry.

```
114
Properties=species:S:1:pos:R:3:lowdin_spin:R:1
Nd 0.175 0.277 -0.511 3.035
O -2.005 0.606 -2.993 0.000
C -1.652 1.258 -2.000 -0.001
O -1.891 0.928 -0.793 -0.004
C -0.696 2.464 -2.154 0.000
O -0.862 3.323 -3.016 0.000
O 0.264 2.411 -1.312 -0.004
C -0.665 -2.683 3.006 0.000
C -2.141 -2.682 3.234 0.000
C -2.639 -3.061 4.473 0.000
C -4.001 -3.122 4.708 0.000
C -4.879 -2.828 3.681 0.000
C -4.394 -2.448 2.441 0.000
C -3.027 -2.349 2.195 0.000
P -2.317 -1.730 0.602 -0.002
C -3.875 -1.173 -0.224 0.000
C -4.384 -0.027 0.388 0.000
C -5.422 0.695 -0.157 0.000
C -5.954 0.295 -1.371 0.000
C -5.491 -0.864 -1.962 0.000
C -4.475 -1.634 -1.398 0.000
C -4.103 -2.925 -2.067 0.000
C -1.722 -3.280 -0.125 -0.002
C -1.913 -4.513 0.487 0.000
C -1.216 -5.633 0.080 -0.002
C -0.267 -5.509 -0.936 0.000
C -0.065 -4.310 -1.561 -0.001
C -0.798 -3.145 -1.214 -0.001
C -0.630 -1.929 -1.900 -0.004
H -0.122 -2.808 3.943 0.000
H -0.343 -1.761 2.513 0.000
H -0.403 -3.505 2.337 0.000
H -1.948 -3.321 5.267 0.000
H -4.370 -3.416 5.681 0.000
H -5.947 -2.900 3.845 0.000
H -5.096 -2.230 1.650 0.000
H -3.926 0.304 1.310 0.000
H -5.795 1.573 0.352 0.000
H -6.725 0.880 -1.853 0.000
H -5.923 -1.178 -2.902 0.000
H -4.901 -3.246 -2.737 0.000
H -3.926 -3.705 -1.328 0.000
H -3.192 -2.811 -2.653 0.000
H -2.618 -4.601 1.306 0.000
H -1.393 -6.587 0.556 0.000
H 0.316 -6.376 -1.224 0.000
H 0.665 -4.237 -2.360 0.000
H -1.527 -1.320 -1.996 0.000
H -0.050 -2.012 -2.820 0.000
C 0.694 3.124 3.683 0.000
N 1.467 2.218 2.876 0.000
C 1.500 0.854 3.344 0.000
C 2.046 2.564 1.687 0.000
N 2.317 1.635 0.814 -0.002
C 3.408 1.840 -0.025 0.000
C 4.565 2.415 0.516 0.000
C 5.656 2.772 -0.254 0.000
C 5.595 2.582 -1.623 0.000
C 4.512 1.915 -2.161 0.000
C 3.447 1.440 -1.383 0.000
N 2.449 0.700 -2.007 -0.002
C 2.779 -0.143 -2.946 0.000
N 1.923 -0.403 -3.964 0.000
C 0.840 0.502 -4.272 0.000
C 1.923 -1.642 -4.700 0.000
N 3.953 -0.891 -2.969 0.000
C 4.679 -1.126 -1.744 0.000
C 4.792 -0.897 -4.147 0.000
N 2.275 3.912 1.513 0.000
C 2.914 4.708 2.535 0.000
C 2.379 4.484 0.190 0.000
H -0.258 2.655 3.948 0.000
H 0.487 4.037 3.132 0.000
H 1.211 3.372 4.618 0.000
H 0.508 0.545 3.679 0.000
H 2.189 0.765 4.193 0.000
H 1.826 0.203 2.534 0.000
H 4.585 2.607 1.580 0.000
H 6.524 3.224 0.208 0.000
H 6.387 2.941 -2.265 0.000
H 4.456 1.765 -3.231 0.000
H 0.994 1.446 -3.750 0.000
H -0.139 0.096 -3.994 0.000
H 0.830 0.693 -5.348 0.000
H 2.307 -1.503 -5.716 0.000
H 0.899 -2.015 -4.775 0.000
H 2.534 -2.380 -4.186 0.000
H 3.997 -1.051 -0.901 0.000
H 5.497 -0.407 -1.604 0.000
H 5.097 -2.137 -1.771 0.000
H 4.259 -0.490 -5.002 0.000
H 5.121 -1.914 -4.383 0.000
H 5.685 -0.280 -3.976 0.000
H 3.033 4.142 3.455 0.000
H 2.339 5.616 2.743 0.000
H 3.912 5.013 2.195 0.000
H 1.835 3.865 -0.521 0.000
H 3.420 4.584 -0.136 0.000
H 1.920 5.476 0.210 0.000
C 1.754 -1.547 0.481 -0.010
H 2.069 -2.156 -0.383 0.000
H 1.361 -2.291 1.182 0.000
H 2.696 -1.209 0.940 -0.001
Br -0.957 4.792 0.078 0.000
C -1.760 3.505 1.204 0.000
C -2.908 3.909 1.869 0.000
C -3.488 3.028 2.768 0.000
C -2.890 1.784 2.943 0.000
C -1.755 1.483 2.216 0.000
N -1.172 2.329 1.358 0.000
H -3.317 4.890 1.692 0.000
H -4.372 3.317 3.314 0.000
H -3.301 1.064 3.634 0.000
H -1.266 0.519 2.319 0.000
```

Computed properties:
Total charge = -1
LUMO (alpha / beta) = 2.2 / 2.2 eV
HOMO (alpha / beta) = -3.49 / -3.46 eV
HOMO-LUMO gap (alpha / beta) = 5.72 / 5.69 eV
Multiplicity = 4


(3)
The following is a DFT calculation (ωB97M-V/def2-TZVPD) of 3 unconnected molecules or ions with the total composition C5H15NO2 at a distorted geometry.

```
23
Properties=species:S:1:pos:R:3:lowdin_spin:R:1
C -0.850 -0.068 1.789 0.000
C -0.628 -0.726 0.429 0.004
C -1.443 0.033 -0.678 0.011
C -0.592 0.900 -1.564 0.159
C -0.603 0.791 -2.958 0.538
N 0.207 1.765 -0.967 0.226
H -1.891 -0.104 2.089 0.000
H -0.512 0.969 1.806 0.000
H -0.275 -0.580 2.559 0.000
H 0.427 -0.712 0.167 0.000
H -0.910 -1.766 0.442 0.000
H -1.932 -0.709 -1.287 0.000
H -2.192 0.661 -0.191 0.004
H -1.305 0.127 -3.446 0.024
H 0.071 1.351 -3.598 0.022
H -0.043 2.040 -0.026 0.005
H 0.824 2.385 -1.482 0.002
H 3.431 0.196 0.143 0.000
H 1.865 0.399 -0.201 0.001
O 2.519 -0.022 0.353 0.005
H 0.732 -2.791 2.547 0.000
H 1.496 -1.664 1.779 0.000
O 1.605 -2.477 2.296 0.000
```

Computed properties:
Total charge = +1
LUMO (alpha / beta) = -3.9 / -7.6 eV
HOMO (alpha / beta) = -13.78 / -13.78 eV
HOMO-LUMO gap (alpha / beta) = 9.85 / 6.19 eV
Multiplicity = 2
Relative energy (zero: lowest compared OMol25 entry of this formula, charge and spin) = 0.933 eV